(1)
DFT (the ωB97M-V functional and the def2-TZVPD basis) results for the molecule C14H15N5O2.

The geometry in XYZ format:
```
36
Properties=species:S:1:pos:R:3:nbo_charge:R:1
O -5.745 2.037 -0.070 -0.557
O -0.721 2.366 0.183 -0.603
N -4.952 -0.031 0.322 -0.618
N -3.940 -2.200 0.597 -0.505
N -1.894 -1.636 -0.101 -0.336
N -2.687 -0.545 -0.107 -0.200
N 0.014 0.271 -0.382 -0.646
C 1.478 -2.161 -0.567 -0.646
C -2.679 -2.592 0.334 0.177
C -2.348 0.772 -0.580 -0.124
C 5.646 0.402 0.477 -0.625
C 2.046 1.533 0.132 -0.235
C 4.165 0.395 0.247 -0.023
C -4.795 1.308 0.048 0.689
C 3.507 -0.794 -0.044 -0.200
C -3.916 -0.916 0.303 0.520
C -0.907 1.230 -0.194 0.681
C 1.400 0.337 -0.156 0.197
C 3.414 1.557 0.332 -0.210
C 2.139 -0.851 -0.249 -0.041
C -3.354 1.772 -0.002 -0.513
H 6.156 -0.188 -0.282 0.216
H -3.063 2.003 1.030 0.261
H -0.342 -0.664 -0.571 0.445
H 5.876 -0.034 1.450 0.218
H -2.393 0.772 -1.681 0.222
H 1.023 -2.139 -1.558 0.217
H 6.037 1.416 0.457 0.215
H -2.345 -3.599 0.466 0.206
H 1.473 2.442 0.202 0.248
H -5.882 -0.397 0.476 0.437
H -3.304 2.709 -0.556 0.270
H 0.701 -2.401 0.158 0.225
H 4.083 -1.707 -0.114 0.202
H 3.898 2.496 0.555 0.210
H 2.214 -2.961 -0.555 0.224
```

Properties
HOMO level   -8.33 eV
Gap between HOMO and LUMO   8.862 eV
Electronic energy   -26308.4567 eV
SMILES   Cc1ccc(NC(=O)[C@@H]2CC(=O)Nc3ncnn32)c(C)c1
Energy relative to the best compared isomer or geometry (same formula, charge and spin)   0.00 kcal/mol

=====

(2)
DFT (the ωB97M-V functional and the def2-TZVPD basis) results for a cluster of 2 separate species, C13H18BCl3O3S in total.

The geometry in XYZ format:
```
39
Properties=species:S:1:pos:R:3:nbo_charge:R:1
Cl -0.227 0.100 -5.006 -0.230
Cl 2.552 -0.919 -4.081 -0.242
Cl -0.024 -2.159 -2.969 -0.255
S 1.837 -0.823 0.843 0.911
O -1.965 -1.479 0.679 -0.531
O 0.865 0.407 -2.506 -0.599
O -0.672 -0.999 2.498 -0.704
C 0.149 1.940 -0.894 -0.126
C -0.697 3.628 0.627 -0.226
C 2.929 -1.543 -0.405 -0.753
C 2.186 -1.942 2.222 -0.766
C -0.925 2.525 -0.184 -0.134
C -0.770 -1.236 1.292 0.742
C 1.667 3.570 0.072 -0.224
C 0.305 -1.281 0.338 -0.895
C 1.460 2.470 -0.748 -0.146
C -4.331 -1.714 0.812 -0.623
C -3.072 -1.450 1.605 -0.070
C 0.596 4.157 0.759 -0.141
C -0.087 0.814 -1.746 0.479
B 0.784 -0.584 -3.614 0.392
H 2.780 -2.629 -0.396 0.244
H 2.676 3.974 0.167 0.227
H -3.122 -0.468 2.095 0.181
H -5.199 -1.549 1.452 0.211
H 1.427 -1.740 2.981 0.286
H -4.415 -1.052 -0.057 0.209
H 0.772 5.027 1.395 0.227
H -1.918 2.091 -0.312 0.227
H -2.936 -2.234 2.364 0.188
H -4.362 -2.753 0.466 0.213
H 2.133 -2.969 1.849 0.232
H 3.192 -1.699 2.578 0.223
H 2.687 -1.119 -1.387 0.272
H -1.529 4.091 1.161 0.229
H -1.098 0.403 -1.856 0.220
H 2.278 2.008 -1.301 0.238
H 3.949 -1.275 -0.107 0.237
H 0.126 -1.590 -0.684 0.275
```

Properties
HOMO level   -7.72 eV
Gap between HOMO and LUMO   5.950 eV
Electronic energy   -68996.7007 eV

=====

(3)
DFT (the ωB97M-V functional and the def2-TZVPD basis) results for a structure of composition C4H8O.

The geometry in XYZ format:
```
13
Properties=species:S:1:pos:R:3:nbo_charge:R:1
O -1.132 -0.327 -1.621 -0.713
C -1.800 -0.581 -0.408 -0.131
C 1.756 0.558 0.497 -0.616
C 0.257 0.503 0.325 -0.528
C -0.436 -0.706 0.147 0.090
H -0.324 1.308 0.782 0.232
H -2.389 0.255 -0.002 0.165
H 2.053 0.458 1.548 0.210
H -2.398 -1.498 -0.433 0.192
H 2.246 -0.244 -0.066 0.212
H 0.074 -1.659 0.025 0.221
H 2.159 1.508 0.132 0.219
H -0.229 0.495 -0.951 0.447
```

Properties
HOMO level   -8.46 eV
Gap between HOMO and LUMO   9.007 eV
Electronic energy   -6321.2789 eV
Energy relative to the best compared isomer or geometry (same formula, charge and spin)   89.68 kcal/mol

=====

(4)
DFT (the ωB97M-V functional and the def2-TZVPD basis) results for the ion C5H8N with charge +1.

The geometry in XYZ format:
```
14
Properties=species:S:1:pos:R:3:nbo_charge:R:1
N 0.415 -0.622 -0.162 -0.191
C -0.858 -1.237 -0.371 -0.276
C 1.470 -0.179 -0.037 0.649
C -2.133 -0.408 0.184 -0.160
C -2.152 0.913 0.100 -0.364
C 2.770 0.299 0.188 -0.756
H -0.733 -2.161 0.216 0.256
H -1.012 -1.347 -1.359 0.251
H -2.883 1.507 0.694 0.244
H -2.865 -1.101 0.440 0.228
H 2.766 1.361 -0.184 0.310
H 3.572 -0.378 -0.325 0.322
H 2.910 0.243 1.225 0.297
H -1.188 1.446 -0.018 0.191
```

Properties
HOMO level   -14.40 eV
Total charge   +1
Gap between HOMO and LUMO   10.728 eV
Electronic energy   -6795.4630 eV
SMILES   C=CC[N+]#CC
Energy relative to the best compared isomer or geometry (same formula, charge and spin)   60.54 kcal/mol

=====

(5)
DFT (the ωB97M-V functional and the def2-TZVPD basis) results for a cluster of 10 separate species, C44H59IN11O2 in total.

The geometry in XYZ format:
```
117
Properties=species:S:1:pos:R:3:lowdin_charge:R:1
I 4.692 -4.138 3.954 0.667
O 1.601 -4.680 0.347 -0.031
O -0.249 -4.191 4.262 -0.006
N 1.483 -4.026 2.635 -0.024
N 0.465 -1.815 2.487 -0.032
N -3.776 -7.909 -0.711 0.008
N -3.767 -6.197 5.286 0.017
N 0.925 -0.524 -1.365 0.027
N 3.605 8.026 -6.564 0.002
N -2.165 7.763 1.368 0.003
N 5.204 5.773 -4.003 0.012
N -0.625 5.077 -3.067 0.015
N -1.154 2.003 3.183 0.000
N -1.919 -3.582 -1.551 0.024
C 3.149 6.087 -7.541 -0.111
C 0.341 1.350 -2.397 -0.132
C 3.939 7.209 -7.612 -0.148
C -5.705 -6.910 4.474 -0.130
C -2.574 -4.783 -1.602 -0.145
C -2.867 8.931 1.512 -0.148
C -3.775 -4.583 -2.241 -0.129
C 2.512 -2.058 4.912 -0.183
C 3.583 -2.235 3.743 -0.728
C -4.867 -5.824 4.564 -0.147
C 0.738 4.962 -3.139 -0.131
C -3.036 -8.908 -1.282 -0.145
C -2.682 -2.621 -2.157 -0.135
C -3.459 -9.440 0.861 -0.115
C 1.791 -5.033 1.547 -0.402
C -2.754 9.639 0.342 -0.118
C -5.089 -7.976 5.175 -0.126
C -2.821 -9.873 -0.329 -0.120
C 1.143 0.581 -3.276 -0.121
C 5.657 4.528 -3.663 -0.136
C 5.534 6.663 -3.017 -0.157
C -3.842 -3.212 -2.593 -0.120
C 0.227 0.643 -1.224 -0.146
C 2.284 -6.510 1.858 -0.041
C 1.609 -2.669 1.934 -0.367
C 3.017 -1.992 2.260 -0.263
C 6.197 5.975 -2.030 -0.119
C 0.195 7.132 -2.914 -0.124
C -1.285 0.783 3.791 -0.146
C -3.895 -7.505 5.667 -0.143
C 1.274 6.223 -3.051 -0.122
C 0.073 -4.237 3.043 -0.406
C -4.042 -8.227 0.593 -0.134
C -0.641 2.905 4.078 -0.158
C 2.604 7.442 -5.832 -0.154
C -1.599 7.723 0.122 -0.139
C 1.491 -0.569 -2.609 -0.135
C -0.453 2.254 5.273 -0.120
C -0.860 0.908 5.090 -0.110
C -0.964 6.396 -2.924 -0.156
C -1.088 -4.575 2.005 -0.019
C -1.951 8.873 -0.540 -0.119
C 6.276 4.621 -2.440 -0.114
C 2.303 6.235 -6.413 -0.108
H 5.267 7.705 -3.100 0.100
H -3.488 -9.959 1.807 0.088
H -2.984 -5.601 5.504 0.146
H -4.649 -2.714 -3.109 0.086
H 2.090 -1.413 -2.913 0.109
H -2.726 -8.846 -2.314 0.104
H 2.976 -0.879 1.964 0.103
H -4.521 -5.340 -2.435 0.078
H -4.079 -7.068 -1.175 0.104
H 0.866 -0.867 2.616 0.039
H 4.708 7.495 -8.313 0.104
H 0.260 8.206 -2.817 0.088
H 3.109 -1.892 5.884 0.065
H 4.027 8.917 -6.364 0.144
H -2.132 -5.672 -1.179 0.102
H 2.326 6.464 -3.080 0.082
H 2.215 -7.117 0.886 0.082
H 6.584 6.399 -1.116 0.088
H 1.605 -7.026 2.629 0.087
H 4.386 -1.428 3.919 0.064
H -1.276 4.311 -3.111 0.138
H 3.177 5.253 -8.226 0.091
H -0.844 0.119 5.827 0.095
H -4.959 -4.821 4.175 0.105
H 1.434 0.840 -4.283 0.085
H -0.999 6.881 -0.186 0.101
H -3.128 -7.988 6.253 0.104
H -0.222 -1.705 1.717 0.027
H 3.778 -2.471 1.538 0.075
H 1.851 -2.959 5.098 0.057
H -5.474 -8.976 5.304 0.085
H 1.011 -1.246 -0.656 0.120
H -1.088 -3.896 1.089 0.056
H 4.705 6.001 -4.851 0.114
H -1.670 -0.067 3.247 0.101
H -3.385 9.155 2.432 0.103
H 3.366 -6.576 2.203 0.039
H -4.620 -7.562 1.217 0.103
H 2.196 7.933 -4.963 0.096
H -0.063 2.696 6.178 0.086
H -1.661 9.135 -1.547 0.080
H -2.266 -10.789 -0.472 0.086
H -1.013 -3.430 -1.132 0.132
H -0.102 2.313 -2.598 0.053
H 6.734 3.806 -1.901 0.090
H 1.937 -1.091 4.715 0.072
H 1.206 3.996 -3.249 0.100
H -0.457 3.928 3.789 0.095
H -3.200 10.602 0.142 0.087
H -1.395 2.206 2.228 0.136
H -6.655 -6.933 3.962 0.085
H -2.078 7.047 2.069 0.144
H -0.291 0.869 -0.305 0.096
H 1.556 5.537 -6.066 0.091
H -2.129 -4.487 2.481 0.080
H -2.335 -1.601 -2.224 0.104
H 5.499 3.684 -4.317 0.106
H -1.998 6.695 -2.844 0.108
H -0.989 -5.678 1.693 0.092
```

Properties
HOMO level   -2.18 eV
Total charge   -1
Gap between HOMO and LUMO   3.962 eV
Electronic energy   -75167.0756 eV
Energy relative to the best compared isomer or geometry (same formula, charge and spin)   63.85 kcal/mol

=====

> Look up the gap between HOMO and LUMO of the first one.

8.862 eV